{"formula": "C45H120N6O21", "method": "ωB97M-V/def2-TZVPD", "mol_weight_g_mol": 1081.48, "max_force_ev_per_a": 3.59, "homo_lumo_gap_ev": 8.95, "e_tot_ha": -3694.60860, "smiles": "COCCNCCOC.COCCNCCOC.COCCNCCOC.COCCNCCOC.COCCNCCOC.COCCNCCOC.OCCO.OCCO.OCCO.CO.CO.CO", "species": ["C", "O", "C", "C", "N", "C", "C", "O", "C", "H", "H", "H", "H", "H", "H", "H", "H", "H", "H", "H", "H", "H", "H", "H", "C", "O", "C", "C", "N", "C", "C", "O", "C", "H", "H", "H", "H", "H", "H", "H", "H", "H", "H", "H", "H", "H", "H", "H", "C", "O", "C", "C", "N", "C", "C", "O", "C", "H", "H", "H", "H", "H", "H", "H", "H", "H", "H", "H", "H", "H", "H", "H", "C", "O", "C", "C", "N", "C", "C", "O", "C", "H", "H", "H", "H", "H", "H", "H", "H", "H", "H", "H", "H", "H", "H", "H", "C", "O", "C", "C", "N", "C", "C", "O", "C", "H", "H", "H", "H", "H", "H", "H", "H", "H", "H", "H", "H", "H", "H", "H", "C", "O", "C", "C", "N", "C", "C", "O", "C", "H", "H", "H", "H", "H", "H", "H", "H", "H", "H", "H", "H", "H", "H", "H", "O", "C", "C", "O", "H", "H", "H", "H", "H", "H", "O", "C", "C", "O", "H", "H", "H", "H", "H", "H", "O", "C", "C", "O", "H", "H", "H", "H", "H", "H", "C", "O", "H", "H", "H", "H", "C", "O", "H", "H", "H", "H", "C", "O", "H", "H", "H", "H"], "coordinates": [[0.4345, -4.1045, -0.4624], [-0.1893, -3.4817, 0.6329], [0.3019, -3.7984, 1.8811], [-0.6906, -3.2578, 2.9327], [-2.0288, -3.8669, 2.7604], [-2.9017, -3.4959, 3.8150], [-4.3439, -3.6159, 3.4179], [-4.6037, -2.6757, 2.4113], [-5.9063, -2.8385, 1.9126], [0.0839, -5.1352, -0.5929], [1.5191, -4.1703, -0.3870], [0.1950, -3.6061, -1.3195], [1.2932, -3.3297, 2.0837], [0.4523, -4.8617, 1.9803], [-0.6150, -2.1358, 2.7991], [-0.2327, -3.5615, 3.9169], [-2.3414, -3.4883, 1.8921], [-2.7492, -2.3810, 4.1099], [-2.6777, -3.9724, 4.7720], [-4.9964, -3.3794, 4.2694], [-4.6373, -4.5769, 3.0715], [-6.3141, -1.8699, 1.5901], [-6.6029, -3.1399, 2.7782], [-5.9201, -3.6679, 1.1877], [6.0762, -3.0005, -7.3064], [5.6192, -3.0253, -5.9722], [4.4306, -3.8573, -5.8752], [4.0461, -4.1943, -4.4492], [3.0919, -5.2626, -4.5372], [2.6285, -5.6350, -3.2057], [1.5760, -6.7229, -3.1955], [0.3297, -6.2719, -3.7190], [-0.6531, -7.2672, -3.5264], [5.3602, -2.5035, -8.0776], [6.4210, -3.9454, -7.7644], [6.9977, -2.4307, -7.2626], [4.5430, -4.8230, -6.4476], [3.6111, -3.3676, -6.3574], [3.6702, -3.3034, -3.8798], [4.9543, -4.5726, -3.9473], [2.2802, -5.0767, -5.0858], [2.2542, -4.7433, -2.6596], [3.4508, -6.0681, -2.5883], [1.5454, -7.0014, -2.1130], [1.9505, -7.5737, -3.8425], [-1.5607, -7.1723, -4.1285], [-0.7806, -7.2016, -2.4756], [-0.2519, -8.3185, -3.7900], [0.6215, 7.5074, 2.2406], [-0.6298, 8.1278, 2.4682], [-1.1566, 8.0224, 3.7308], [-2.2754, 6.9675, 3.7689], [-1.7545, 5.7548, 3.1604], [-2.6489, 4.5691, 3.0738], [-2.5919, 3.8625, 4.3676], [-1.4661, 2.9761, 4.5003], [-0.1996, 3.6009, 4.6067], [0.8015, 6.5065, 2.7082], [1.3959, 8.2343, 2.5290], [0.6511, 7.3603, 1.1529], [-1.6772, 8.9226, 4.1169], [-0.3901, 7.6876, 4.4383], [-3.1098, 7.2311, 3.2367], [-2.5134, 6.7583, 4.8494], [-1.4010, 6.0249, 2.2841], [-2.4166, 3.9567, 2.1898], [-3.6452, 4.9561, 2.9057], [-3.4419, 3.1602, 4.3386], [-2.7683, 4.5782, 5.1489], [0.4630, 2.8517, 5.0599], [-0.2707, 4.5864, 5.1058], [0.1343, 3.7631, 3.5448], [-0.2031, 3.9688, -2.7415], [-0.0999, 4.4925, -1.4399], [-1.1900, 4.0257, -0.6111], [-2.4051, 4.9195, -0.6636], [-2.0000, 6.2470, -0.2297], [-3.0891, 7.1987, -0.1348], [-2.5146, 8.6356, -0.2637], [-1.9714, 8.6965, -1.5588], [-1.1478, 9.7830, -1.9326], [0.7250, 4.1126, -3.2919], [-0.9025, 4.6713, -3.2510], [-0.5819, 2.9624, -2.8154], [-0.8939, 4.0136, 0.4410], [-1.4123, 2.9688, -0.8651], [-3.1393, 4.5330, 0.0658], [-2.9125, 4.9534, -1.6750], [-1.2354, 6.4828, -0.8346], [-3.6346, 7.0478, 0.8158], [-3.8435, 7.0199, -0.9180], [-1.8657, 8.8477, 0.6279], [-3.3719, 9.3907, -0.2359], [-0.0887, 9.6473, -1.6647], [-1.4828, 10.7435, -1.5506], [-1.1934, 9.7355, -3.0243], [-3.9059, -4.5903, -3.3558], [-3.5935, -3.5610, -2.4138], [-4.6261, -2.6339, -2.1426], [-4.1006, -1.5070, -1.3305], [-5.1704, -0.6647, -0.7420], [-4.7591, 0.4418, 0.1371], [-5.8844, 1.3405, 0.4690], [-6.3092, 2.0052, -0.6326], [-5.3331, 2.6501, -1.4130], [-3.1809, -5.3534, -3.1093], [-3.8468, -4.3254, -4.4234], [-4.9628, -4.9490, -3.2259], [-5.3706, -3.2921, -1.6631], [-5.0196, -2.1843, -3.0419], [-3.4690, -0.9709, -1.9905], [-3.5212, -1.8638, -0.4700], [-5.7041, -0.2449, -1.4991], [-3.9522, 0.9126, -0.4122], [-4.2748, 0.1758, 1.1250], [-5.7126, 2.0956, 1.2720], [-6.6734, 0.7158, 0.9165], [-4.7708, 1.9703, -2.0493], [-4.6915, 3.1556, -0.7667], [-5.8865, 3.3584, -2.0441], [5.6654, 0.3128, -0.4930], [5.0080, -0.9464, -0.7262], [5.6897, -2.0463, -0.0548], [4.8037, -3.2783, -0.2681], [3.7023, -3.4549, 0.6572], [3.9028, -4.3980, 1.7678], [4.8962, -3.9275, 2.8176], [4.8315, -4.9206, 3.7651], [5.4031, -4.5336, 5.0350], [5.9541, 0.4853, 0.5684], [5.1523, 1.1474, -0.8907], [6.5582, 0.2310, -1.1348], [5.7781, -1.7921, 1.0023], [6.6971, -2.1483, -0.4606], [5.3848, -4.1681, -0.2874], [4.4339, -3.1360, -1.3163], [3.3815, -2.5460, 1.0379], [4.3071, -5.4064, 1.4489], [2.9406, -4.5148, 2.2367], [4.6293, -2.9563, 3.2253], [5.9695, -3.8735, 2.4038], [5.3241, -5.3895, 5.7354], [4.8485, -3.6878, 5.3157], [6.4288, -4.1873, 4.8766], [4.0322, 1.6378, 2.3185], [2.7203, 1.2686, 2.7945], [2.6446, -0.0850, 3.4002], [2.9065, -1.1221, 2.5495], [4.0270, 1.7377, 1.3496], [2.4817, 2.0132, 3.5948], [2.0542, 1.3297, 1.9945], [1.6697, -0.2080, 3.8696], [3.3022, -0.1843, 4.2453], [2.3032, -1.0912, 1.7830], [-0.1090, -4.1585, -5.4763], [-0.7072, -3.2999, -4.5549], [0.1224, -2.0833, -4.2122], [0.4965, -1.2603, -5.2847], [-0.0266, -5.0266, -5.0847], [-1.6275, -2.9244, -4.9829], [-1.1288, -3.8353, -3.6012], [1.0575, -2.2764, -3.7093], [-0.4405, -1.4026, -3.5611], [0.7468, -1.7858, -6.0806], [-1.0206, 0.9956, 2.1375], [-1.3067, 0.2911, 0.8569], [-0.0872, 0.1280, 0.0162], [0.9388, -0.7841, 0.3498], [-0.9213, 0.2890, 2.8670], [-1.7565, -0.6900, 1.1138], [-2.1266, 0.7582, 0.3133], [0.4526, 1.1095, -0.0936], [-0.4582, -0.0807, -1.0266], [0.4645, -1.6525, 0.4210], [3.1816, 3.5948, -0.2919], [3.3435, 2.2440, -0.2097], [2.3714, 4.0322, 0.2569], [4.1885, 3.9124, -0.0418], [2.9485, 3.8217, -1.3603], [2.8550, 1.6663, -0.8551], [3.4843, 0.8376, -3.3459], [2.9654, 0.1169, -2.2037], [2.6328, 1.0600, -3.9799], [3.9769, 1.7385, -3.1008], [4.2692, 0.2172, -3.8508], [3.6690, -0.3905, -1.7144], [-2.7038, -0.0949, 5.5379], [-1.7278, 0.1730, 4.4956], [-2.7342, 0.7034, 6.3378], [-3.7046, -0.2582, 5.0161], [-2.3339, -1.0053, 6.0738], [-1.7323, 1.1630, 4.4522]], "lowdin_charge": [-0.08, -0.20, -0.25, -0.17, -0.03, -0.24, -0.25, -0.21, -0.12, 0.10, 0.07, 0.05, 0.10, 0.12, 0.12, 0.14, 0.09, 0.12, 0.12, 0.12, 0.11, 0.07, 0.10, 0.09, -0.16, -0.18, -0.21, -0.23, -0.06, -0.22, -0.22, -0.24, -0.10, 0.11, 0.08, 0.07, 0.14, 0.11, 0.12, 0.13, 0.09, 0.11, 0.13, 0.13, 0.15, 0.09, 0.07, 0.12, -0.09, -0.22, -0.23, -0.19, -0.05, -0.19, -0.20, -0.24, -0.09, 0.10, 0.09, 0.09, 0.13, 0.12, 0.07, 0.13, 0.05, 0.11, 0.11, 0.13, 0.11, 0.09, 0.09, 0.09, -0.11, -0.20, -0.20, -0.23, -0.06, -0.19, -0.21, -0.21, -0.10, 0.08, 0.09, 0.08, 0.11, 0.11, 0.10, 0.13, 0.10, 0.11, 0.11, 0.12, 0.14, 0.09, 0.08, 0.09, -0.10, -0.21, -0.24, -0.19, -0.03, -0.24, -0.27, -0.17, -0.09, 0.07, 0.09, 0.10, 0.13, 0.12, 0.11, 0.12, 0.11, 0.07, 0.14, 0.14, 0.13, 0.09, 0.05, 0.11, -0.08, -0.24, -0.16, -0.19, -0.05, -0.18, -0.28, -0.21, -0.07, 0.11, 0.05, 0.10, 0.12, 0.12, 0.10, 0.11, 0.09, 0.14, 0.09, 0.11, 0.15, 0.10, 0.06, 0.09, -0.08, -0.21, -0.28, -0.07, 0.03, 0.12, 0.08, 0.12, 0.12, 0.06, -0.06, -0.26, -0.26, -0.08, 0.04, 0.11, 0.14, 0.10, 0.12, 0.10, -0.11, -0.20, -0.25, -0.07, 0.07, 0.12, 0.07, 0.13, 0.13, 0.07, -0.15, -0.18, 0.07, 0.09, 0.09, 0.09, -0.12, -0.16, 0.08, 0.05, 0.10, 0.05, -0.14, -0.20, 0.09, 0.09, 0.08, 0.04]}